[1]
This record from the OMol25 dataset describes one molecule with the formula C3H6O3. The level of theory is ωB97M-V/def2-TZVPD.

Last column: Mulliken charge in e.
Cartesian coordinates (Å):
O 1.8576 1.3264 0.1817  -0.51
C 1.0949 0.5799 0.7502  0.16
C 0.3717 -0.5181 -0.0018  0.05
O 0.6450 -0.4004 -1.3734  -0.59
C -1.1357 -0.4035 0.2018  -0.61
O -1.5963 0.8111 -0.3333  -0.52
H 0.9108 0.6528 1.8391  0.34
H 0.7269 -1.4826 0.4010  0.29
H 1.3535 0.2644 -1.4427  0.37
H -1.6210 -1.2732 -0.2650  0.27
H -1.3822 -0.4084 1.2691  0.39
H -1.2250 0.8532 -1.2275  0.35

**SMILES string**: O=C[C@H](O)CO

[2]
This record from the OMol25 dataset describes an isolated ion of composition C10H18NO2 and charge +1 at a distorted geometry. The level of theory is ωB97M-V/def2-TZVPD.

Last column: Mulliken charge in e.
Cartesian coordinates (Å):
C 0.8487 2.6724 -1.0569  -1.23
C -0.1113 1.7984 -0.2550  -0.47
C 0.0233 0.2699 -0.5031  -0.30
C -1.2241 -0.6217 0.0676  0.99
C -1.7389 -0.3394 1.4642  -1.88
C -2.3512 -0.5533 -0.9277  -1.61
C -0.5784 -2.0626 0.2040  -1.01
N 0.7801 -1.7402 0.6028  -0.08
C 1.2936 -0.3594 0.1360  0.23
C 2.4057 -0.6912 -0.9115  -0.01
O 2.5836 -1.8835 -1.1345  -0.53
C 1.9202 0.4630 1.2617  -0.38
O 2.6218 1.3808 1.1130  -0.34
H 1.8965 2.5938 -0.7623  0.26
H 0.8029 3.7311 -0.7163  0.38
H 0.7047 2.5350 -2.2141  0.30
H -1.2260 2.1618 -0.3832  0.34
H 0.2215 2.1371 0.7712  0.28
H 0.1447 0.0224 -1.4975  1.06
H -2.0954 0.7220 1.3744  0.35
H -0.9974 -0.2578 2.1774  0.49
H -2.5634 -1.0143 1.7729  0.48
H -3.0355 0.4006 -0.9268  0.29
H -3.0459 -1.3740 -0.5928  0.47
H -2.0781 -0.8139 -1.9913  0.39
H -1.0967 -2.6120 1.0794  0.34
H -0.9096 -2.5239 -0.8092  0.36
H 0.7611 -1.7906 1.5733  0.47
H 1.5441 -2.4873 0.1637  0.49
H 2.8277 0.2113 -1.2574  0.48
H 1.6716 0.0258 2.1779  0.38

**Charge**: +1
**SMILES string**: CC[C@@H]1C(C)(C)C[NH2+]C1(C=O)C=O

[3]
This record from the OMol25 dataset describes a 2-piece molecular cluster, C10H10N2 overall at a distorted geometry. The level of theory is ωB97M-V/def2-TZVPD.

Last column: Mulliken charge in e.
Cartesian coordinates (Å):
C 1.2160 -0.0472 -1.0895  0.16
C 1.5248 -0.4543 -2.3256  -0.73
C 1.9456 0.6142 -3.2031  0.01
N 1.8687 1.8980 -3.0494  -0.61
C 1.2236 2.2398 -1.8633  -0.58
C 1.0327 1.3867 -0.8096  -0.20
H 0.8450 -0.7592 -0.3265  0.69
H 1.7549 -1.4874 -2.5809  0.34
H 2.4310 0.2556 -4.1111  0.35
H 1.4256 3.2424 -1.8781  0.42
H 0.8418 1.6836 0.1621  0.38
C -2.1464 -0.6043 2.8855  -0.14
C -2.5245 -1.5064 1.9071  -0.48
C -1.7131 -1.6467 0.7864  -0.33
N -0.5689 -0.9918 0.5811  -0.35
C -0.2132 -0.1236 1.5507  -0.08
C -0.9481 0.0813 2.7137  -0.79
H -2.7650 -0.4460 3.7851  0.35
H -3.4694 -2.0494 1.9666  0.35
H -1.9861 -2.3987 0.0413  0.36
H 0.7326 0.3747 1.3883  0.55
H -0.5076 0.7387 3.4694  0.34

**SMILES string**: c1ccncc1.c1ccncc1

[4]
This record from the OMol25 dataset describes a 2-piece molecular cluster, C4H12 overall at a distorted geometry. The level of theory is ωB97M-V/def2-TZVPD.

Last column: Mulliken charge in e.
Cartesian coordinates (Å):
C -1.6089 1.2709 -0.8232  -0.65
C -0.8008 0.1716 -1.5340  -0.83
H -1.5799 1.1949 0.3318  0.23
H -1.0086 2.1383 -1.0156  0.24
H -2.6955 1.2679 -1.2534  0.29
H -0.9520 -0.8048 -0.9975  0.16
H -1.1340 -0.1967 -2.4729  0.41
H 0.3386 0.5077 -1.6392  0.26
C 1.5568 -0.1646 0.7443  -0.58
C 0.8305 -1.2360 1.6032  -0.85
H 0.8908 0.3533 0.0124  -0.12
H 2.0612 0.4901 1.4014  0.34
H 2.4285 -0.6257 0.2306  0.30
H 1.4757 -2.0516 1.7347  0.32
H -0.1121 -1.4126 1.1031  0.16
H 0.4216 -1.1123 2.6229  0.31

**SMILES string**: CC.CC

[5]
This record from the OMol25 dataset describes a 15-piece molecular cluster, C45H120O15 overall at a distorted geometry. The level of theory is ωB97M-V/def2-TZVPD.

Last column: Mulliken charge in e.
Cartesian coordinates (Å):
C -12.9921 -9.9474 -27.9426  -1.40
C -12.1463 -9.4577 -29.0972  0.59
C -12.2587 -7.9530 -29.4746  -1.16
O -10.8028 -9.6488 -28.9353  -0.52
H -13.0339 -11.0218 -27.7635  0.38
H -14.0212 -9.5882 -27.9433  0.35
H -12.6435 -9.3819 -27.0785  0.35
H -12.5368 -10.0142 -29.9493  0.15
H -13.1716 -7.8012 -30.0506  0.33
H -11.3863 -7.5913 -30.0188  0.34
H -12.3108 -7.3677 -28.5565  0.28
H -10.7456 -10.5461 -28.5990  0.31
C -5.9286 -8.7371 -24.4180  -1.19
C -5.1000 -7.8867 -25.3138  0.33
C -3.9270 -8.6839 -26.0575  -1.15
O -5.9199 -7.2898 -26.3201  -0.55
H -6.8036 -8.1970 -24.0564  0.32
H -5.3784 -8.9042 -23.4920  0.35
H -6.1795 -9.6643 -24.9332  0.32
H -4.6272 -7.1127 -24.7093  0.30
H -3.1944 -9.0374 -25.3320  0.35
H -3.4540 -8.0871 -26.8373  0.30
H -4.3629 -9.5753 -26.5087  0.30
H -6.4366 -7.9562 -26.7789  0.33
C -5.8759 -6.1122 -15.8102  -1.09
C -4.4619 -5.5408 -15.4917  0.30
C -3.4179 -5.7841 -16.5989  -1.18
O -4.6384 -4.1655 -15.5153  -0.55
H -6.2711 -5.5926 -16.6831  0.28
H -6.6336 -6.0693 -15.0277  0.30
H -5.7823 -7.1100 -16.2389  0.32
H -4.0344 -5.8853 -14.5500  0.29
H -2.4319 -5.4200 -16.3101  0.32
H -3.6800 -5.2666 -17.5217  0.33
H -3.2170 -6.8398 -16.7812  0.33
H -4.8758 -3.8841 -16.4019  0.35
C -21.0056 -10.7567 -17.9583  -1.22
C -21.0463 -12.2066 -17.4302  0.56
C -22.4148 -12.8731 -17.5500  -1.33
O -20.1935 -13.0372 -18.1417  -0.54
H -21.1941 -10.7484 -19.0318  0.34
H -20.0550 -10.2390 -17.8301  0.36
H -21.7536 -10.0931 -17.5243  0.33
H -20.7558 -12.3263 -16.3865  0.19
H -23.1874 -12.5537 -16.8506  0.37
H -22.3951 -13.9451 -17.3536  0.34
H -22.7842 -12.7129 -18.5629  0.31
H -19.3300 -12.6194 -18.1048  0.31
C -19.4462 -14.1460 -26.3035  -1.31
C -20.8502 -14.6885 -25.9109  0.71
C -21.5812 -13.8663 -24.9539  -1.32
O -21.6346 -14.9435 -27.0743  -0.56
H -19.4658 -13.3168 -27.0107  0.34
H -18.9391 -15.0207 -26.7109  0.37
H -18.8223 -13.8428 -25.4627  0.35
H -20.6863 -15.6734 -25.4737  0.12
H -21.8467 -12.9339 -25.4522  0.33
H -21.0290 -13.6015 -24.0523  0.35
H -22.4679 -14.3475 -24.5412  0.33
H -21.1084 -15.2296 -27.8245  0.31
C -13.6386 -20.0001 -22.7025  -1.14
C -14.3914 -21.1949 -23.2466  0.29
C -14.6774 -22.1871 -22.1553  -1.15
O -15.6498 -20.7489 -23.8009  -0.54
H -12.6813 -20.3238 -22.2940  0.34
H -14.2199 -19.4901 -21.9344  0.30
H -13.3904 -19.2998 -23.5001  0.31
H -13.8194 -21.5747 -24.0932  0.30
H -15.3951 -21.7450 -21.4643  0.29
H -13.7748 -22.5384 -21.6552  0.34
H -15.2489 -23.0413 -22.5184  0.33
H -16.1500 -20.4514 -23.0374  0.34
C -17.6266 -5.9927 -23.9323  -1.14
C -17.3235 -4.5144 -23.4628  0.40
C -16.2006 -3.9643 -24.4193  -1.33
O -18.4110 -3.7273 -23.6819  -0.53
H -17.8408 -6.0282 -25.0005  0.32
H -18.4778 -6.3803 -23.3726  0.31
H -16.7839 -6.6668 -23.7791  0.34
H -16.9269 -4.4449 -22.4499  0.24
H -16.2841 -4.1344 -25.4927  0.35
H -15.2885 -4.5294 -24.2269  0.38
H -16.0022 -2.9106 -24.2233  0.31
H -19.0613 -3.9399 -23.0084  0.33
C -13.0116 -2.4376 -16.1737  -1.30
C -12.1754 -2.0171 -14.9869  0.70
C -12.3956 -0.5429 -14.5558  -1.36
O -12.4209 -2.8991 -13.8948  -0.55
H -12.7936 -3.4817 -16.3982  0.33
H -12.8000 -1.8558 -17.0708  0.35
H -14.0888 -2.4747 -16.0114  0.32
H -11.1206 -2.1726 -15.2137  0.11
H -12.4364 0.1687 -15.3805  0.35
H -11.6612 -0.3056 -13.7861  0.36
H -13.3049 -0.2608 -14.0251  0.38
H -12.3646 -2.4390 -13.0541  0.31
C -3.3321 -13.5167 -16.8436  -1.29
C -3.5533 -13.4258 -15.3122  0.39
C -5.0500 -13.4893 -15.1041  -1.21
O -2.9445 -14.5514 -14.7806  -0.55
H -3.8113 -12.6573 -17.3126  0.37
H -3.7698 -14.4246 -17.2585  0.33
H -2.2769 -13.5106 -17.1168  0.32
H -3.1247 -12.5414 -14.8409  0.31
H -5.3654 -14.4678 -15.4664  0.33
H -5.5286 -12.5947 -15.5024  0.34
H -5.2833 -13.4431 -14.0404  0.33
H -2.9558 -14.3979 -13.8330  0.33
C -5.3262 -15.5241 -23.8718  -1.20
C -6.1401 -16.5678 -23.1063  0.51
C -7.2496 -15.9573 -22.1791  -1.35
O -6.8122 -17.4085 -23.9525  -0.55
H -4.8741 -14.7354 -23.2706  0.35
H -5.8977 -15.1481 -24.7204  0.32
H -4.5005 -16.0280 -24.3741  0.30
H -5.5651 -17.1774 -22.4093  0.27
H -8.0491 -15.4897 -22.7538  0.34
H -6.8648 -15.0794 -21.6602  0.35
H -7.7187 -16.6679 -21.4986  0.32
H -6.2281 -18.1515 -24.1204  0.33
C -17.4266 -7.4277 -12.4903  -1.13
C -16.2555 -8.2389 -11.8895  0.46
C -16.6694 -9.6203 -11.4237  -1.33
O -15.3519 -8.3468 -12.8969  -0.53
H -18.1547 -7.1977 -11.7125  0.36
H -17.9553 -7.8778 -13.3305  0.30
H -16.9660 -6.5040 -12.8408  0.29
H -15.7853 -7.6987 -11.0678  0.26
H -17.2331 -10.0726 -12.2396  0.32
H -17.4489 -9.4929 -10.6726  0.36
H -15.8711 -10.2720 -11.0687  0.32
H -14.9089 -7.4953 -12.8812  0.32
C -12.1371 -11.5735 -18.2389  -1.22
C -13.5641 -11.2726 -18.4887  0.53
C -14.0713 -12.0618 -19.6677  -1.28
O -14.3359 -11.6892 -17.3680  -0.56
H -12.0252 -12.6569 -18.1963  0.27
H -11.7650 -11.2344 -17.2722  0.34
H -11.6095 -11.2028 -19.1178  0.35
H -13.6769 -10.1993 -18.6418  0.26
H -14.9981 -11.5430 -19.9127  0.31
H -14.3554 -13.1016 -19.5056  0.33
H -13.4749 -11.9957 -20.5776  0.36
H -14.2545 -11.0016 -16.7030  0.31
C -12.0372 -18.5514 -15.4567  -1.31
C -13.1882 -17.6229 -15.6523  0.62
C -14.6005 -18.1965 -15.6953  -1.20
O -13.1672 -16.6414 -14.6573  -0.56
H -11.9723 -19.2935 -16.2524  0.36
H -12.1216 -19.1020 -14.5198  0.33
H -11.1095 -17.9877 -15.5552  0.30
H -12.9853 -17.1538 -16.6150  0.18
H -15.3663 -17.4316 -15.8240  0.31
H -14.8125 -18.6453 -14.7249  0.32
H -14.7043 -19.0455 -16.3710  0.33
H -13.6236 -15.8852 -15.0333  0.32
C -8.7529 -10.0427 -9.2552  -1.16
C -8.3755 -10.7819 -7.9649  0.34
C -9.6771 -11.1557 -7.2571  -1.30
O -7.7512 -12.0574 -8.2163  -0.56
H -7.7979 -9.7842 -9.7127  0.32
H -9.4179 -9.1890 -9.1250  0.34
H -9.1263 -10.7156 -10.0272  0.31
H -7.6182 -10.2293 -7.4089  0.31
H -10.3180 -11.6205 -8.0063  0.36
H -10.1921 -10.2428 -6.9578  0.35
H -9.6780 -11.7901 -6.3707  0.34
H -8.4570 -12.6590 -8.4640  0.35
C -21.7110 -20.8411 -21.5002  -1.34
C -21.4654 -19.9092 -20.3274  0.53
C -21.5862 -20.5909 -18.9476  -1.19
O -20.2057 -19.3495 -20.5193  -0.54
H -22.7309 -21.2209 -21.5610  0.36
H -20.9708 -21.6410 -21.4805  0.33
H -21.5450 -20.3353 -22.4514  0.32
H -22.2302 -19.1395 -20.4319  0.23
H -22.5691 -21.0558 -18.8718  0.33
H -21.6108 -19.9368 -18.0760  0.33
H -20.8378 -21.3605 -18.7586  0.31
H -20.2899 -18.4396 -20.2250  0.33

ΔE to the lowest compared entry with this formula, charge and spin? In order: 1.273 1.950 2.963 1.452 8.359 eV.